A:
# C2H8NO4

3 unconnected molecules or ions with the total composition C2H8NO4 (the ωB97M-V functional and the def2-TZVPD basis, the OMol25 dataset).

```
15
Properties=species:S:1:pos:R:3
O -3.295 0.028 0.813
C -2.400 0.642 0.125
N -1.520 -0.095 -0.606
C -0.001 0.489 -0.830
O 0.943 -0.319 -0.306
H -2.326 1.733 0.214
H -1.589 -1.022 -0.230
H 0.126 0.622 -1.893
H 0.056 1.462 -0.326
H 3.185 -1.427 -1.491
H 1.836 -1.372 -1.061
O 2.427 -1.904 -1.592
H 0.886 -0.038 1.725
H 0.657 1.055 2.751
O 1.015 0.146 2.707
```

Properties
highest occupied orbital energy = -4.63 eV
total charge = -1


B:
# C2H8NO4

3 unconnected molecules or ions with the total composition C2H8NO4 (the ωB97M-V functional and the def2-TZVPD basis, the OMol25 dataset).

```
15
Properties=species:S:1:pos:R:3
C 0.638 1.136 -1.766
N 0.110 0.182 -0.838
C 0.740 -1.184 -0.932
O -0.089 -1.969 -0.445
O 1.860 -1.377 -1.519
H 0.163 1.220 -2.755
H 1.737 0.946 -2.079
H 0.630 2.189 -1.295
H -0.714 0.246 -0.374
H -2.303 -2.410 0.708
H -1.051 -1.531 0.771
O -1.965 -1.598 1.132
H 0.214 1.477 2.399
H -0.092 0.866 3.691
O 0.123 1.807 3.305
```

Properties
highest occupied orbital energy = -4.56 eV
total charge = -1


Stability summary - winner: B; margin: 0.0206 hartree.


A:
# C8H12N2O2

A single C8H12N2O2 molecule (the ωB97M-V functional and the def2-TZVPD basis, the OMol25 dataset).

```
24
Properties=species:S:1:pos:R:3
C -0.523 -0.264 2.091
C -1.373 -0.911 1.364
C 0.493 0.787 1.684
C -0.512 1.806 -0.464
C -1.094 0.812 -1.478
C 0.684 1.084 0.190
C -0.300 -0.427 -1.237
C 1.855 -1.091 -0.209
N 0.846 -0.144 -0.587
N -0.722 -1.654 -1.678
O -0.028 -2.661 -1.471
O -1.805 -1.680 -2.284
H -0.493 -0.427 3.179
H -2.107 -1.673 1.428
H 0.206 1.720 2.177
H 1.457 0.484 2.106
H -0.187 2.718 -0.961
H -1.254 2.075 0.285
H -2.162 0.636 -1.363
H -0.932 1.145 -2.506
H 1.601 1.680 0.084
H 1.525 -1.717 0.625
H 2.070 -1.751 -1.048
H 2.757 -0.546 0.071
```

Properties
highest occupied orbital energy (spin up / spin down) = -8.77 / -7.30 eV


B:
# C8H12N2O2

A single C8H12N2O2 molecule (the ωB97M-V functional and the def2-TZVPD basis, the OMol25 dataset).

```
24
Properties=species:S:1:pos:R:3
C 2.855 -2.069 1.271
C 2.286 -1.811 0.248
C 1.602 -1.130 -0.856
N 0.646 -0.140 -0.356
C 1.266 0.979 0.354
N 1.231 2.226 -0.424
C -0.262 0.262 -1.339
O -0.099 0.156 -2.524
O -1.425 0.766 -0.825
C -2.417 -0.273 -0.697
C -3.107 -0.119 0.623
C -2.409 0.249 1.772
H 3.376 -2.284 2.173
H 1.050 -1.884 -1.417
H 2.332 -0.686 -1.540
H 2.301 0.744 0.608
H 0.756 1.128 1.306
H 1.892 2.853 0.023
H 1.620 2.072 -1.351
H -1.932 -1.251 -0.727
H -3.134 -0.204 -1.521
H -4.174 -0.331 0.689
H -2.154 -0.515 2.509
H -2.098 1.263 2.000
```

Properties
highest occupied orbital energy = -7.70 eV


Stability summary - winner: B; margin: 0.0036 hartree.


A:
# C3H8O2

2 unconnected molecules or ions with the total composition C3H8O2 (the ωB97M-V functional and the def2-TZVPD basis, the OMol25 dataset).

```
13
Properties=species:S:1:pos:R:3
C 0.968 -1.250 0.140
C -0.266 -1.027 -0.299
C -1.190 0.012 0.269
O -0.470 0.872 1.135
H 1.384 -0.673 0.960
H 1.603 -2.003 -0.317
H -0.676 -1.607 -1.125
H -1.651 0.578 -0.555
H -2.004 -0.494 0.813
H -1.083 1.530 1.485
O 1.331 1.698 -1.025
H 1.221 0.801 -1.360
H 0.935 1.637 -0.142
```

Properties
highest occupied orbital energy = -9.99 eV


B:
# C3H8O2

A single C3H8O2 molecule (the ωB97M-V functional and the def2-TZVPD basis, the OMol25 dataset).

```
13
Properties=species:S:1:pos:R:3
C 1.672 0.751 0.387
O 0.403 0.220 0.795
C -0.204 -0.867 0.010
C -1.621 -0.417 -0.332
O -1.467 0.950 -0.585
H 1.761 1.818 0.657
H 2.473 0.215 0.901
H 1.814 0.682 -0.699
H 0.334 -0.925 -0.943
H -0.213 -1.844 0.513
H -1.878 -1.059 -1.193
H -2.390 -0.626 0.436
H -0.682 1.101 0.052
```

Properties
highest occupied orbital energy = -9.91 eV


Stability summary - winner: A; margin: 0.0199 hartree.